A:
Formula: C5H8O3
Source: OMol25
Level of theory: ωB97M-V/def2-TZVPD

Geometry (Å):
C (2.60779, -0.78215, -0.24310)
C (1.02947, -1.02692, 0.13586)
C (-0.20216, -0.54067, -0.19468)
C (-1.42317, -0.80553, 0.60378)
O (-2.46937, -0.58843, -0.28007)
O (-0.27091, 0.83932, -1.03300)
C (0.13379, 1.71296, -0.04481)
O (0.54653, 1.30873, 1.10395)
H (3.25059, -0.94635, 0.57831)
H (2.70777, 0.07757, -1.09678)
H (2.60461, -1.70837, -1.01537)
H (0.89488, -1.94396, 0.64142)
H (-1.33715, -2.10154, 0.54921)
H (-1.25640, -0.29180, 1.59127)
H (-2.42613, 0.26702, -0.55618)
H (0.23750, 2.82443, -0.56130)

Output
SMILES: C/C=C(/CO)OC=O
Lowest unoccupied orbital energy, eV: 0.78
Net charge: 0
Kohn-Sham gap, eV: 9.96

---

B:
Formula: C5H8O3
Source: OMol25
Level of theory: ωB97M-V/def2-TZVPD

Geometry (Å):
C (-1.20724, 0.04036, -1.76555)
C (-0.82626, 1.03167, -0.69616)
O (-1.64278, 1.86075, -0.28406)
C (0.59621, 0.93240, -0.11511)
O (1.46089, 0.08286, -0.85196)
C (0.48466, 0.49250, 1.32131)
C (0.54341, -0.76072, 1.78326)
O (0.71056, -1.83966, 0.95986)
H (-2.24590, 0.20508, -2.06569)
H (-0.56581, 0.17533, -2.63972)
H (-1.11307, -0.97663, -1.37696)
H (1.03574, 1.93457, -0.16030)
H (1.34130, -0.81698, -0.48695)
H (0.31409, 1.29675, 2.03466)
H (0.44490, -1.01334, 2.83224)
H (0.66932, -2.64492, 1.51112)

Output
SMILES: CC(=O)[C@H](O)/C=C\O
Lowest unoccupied orbital energy, eV: 0.28
Net charge: 0
Kohn-Sham gap, eV: 9.34

---

Most favorable first, least favorable last: B, A

---

A:
Formula: C2H3NO2
Source: OMol25
Level of theory: ωB97M-V/def2-TZVPD

Geometry (Å):
N (0.47662, -1.19185, 0.57371)
C (-0.13821, -0.46014, -0.37837)
O (-0.48404, -0.79632, -1.46998)
C (-0.36872, 1.83600, -0.68451)
O (-0.38912, 0.83396, 0.17453)
H (0.73952, -2.13643, 0.35174)
H (0.77632, -0.77718, 1.44085)
H (-0.61237, 2.69196, -0.00798)

Output
Lowest unoccupied orbital energy, eV: 0.32
Net charge: 0
Kohn-Sham gap, eV: 9.36

---

B:
Formula: C2H3NO2
Source: OMol25
Level of theory: ωB97M-V/def2-TZVPD

Geometry (Å):
C (0.16288, -0.81957, -0.47280)
C (0.38897, 0.19098, 0.66350)
N (-1.02876, 1.04256, -0.97122)
O (-0.16005, 1.37151, 0.01932)
O (-0.78004, -0.19439, -1.30595)
H (0.01882, -1.90816, -0.35779)
H (-0.04158, -0.24170, 1.56948)
H (1.43976, 0.55876, 0.85546)

Output
Lowest unoccupied orbital energy (spin up / spin down), eV: 0.16 / 0.70
Net charge: 0
Kohn-Sham gap (spin up / spin down), eV: 8.58 / 9.21

---

Most favorable first, least favorable last: A, B

---

A:
Formula: C2H3NO2
Source: OMol25
Level of theory: ωB97M-V/def2-TZVPD

Geometry (Å):
C (-1.90522, -0.12343, 0.32344)
C (0.53838, -0.58584, 0.14694)
N (-1.14362, 0.88544, -0.11851)
O (-3.02442, -0.38284, -0.01352)
O (0.23122, 0.80865, 0.23146)
H (1.20579, -0.76614, 1.01304)
H (0.64323, -1.06454, -0.82853)
H (-1.61737, 1.85701, -0.24062)

Output
Lowest unoccupied orbital energy (spin up / spin down), eV: -0.36 / -0.15
Net charge: 0
Kohn-Sham gap (spin up / spin down), eV: 8.58 / 8.59

---

B:
Formula: C2H3NO2
Source: OMol25
Level of theory: ωB97M-V/def2-TZVPD

Geometry (Å):
O (0.25857, 1.12582, 1.71906)
C (0.22647, 0.36759, 0.64366)
C (-0.71962, -0.09418, -0.31060)
N (0.38342, -0.39471, -1.24199)
O (1.41147, -0.01200, -0.19126)
H (0.83049, 0.87791, 2.38426)
H (-1.70582, -0.31444, -0.42285)
H (0.46875, -1.38808, -1.16021)

Output
SMILES: Oc1c[nH]o1
Lowest unoccupied orbital energy, eV: 0.64
Net charge: 0
Kohn-Sham gap, eV: 9.30

---

C:
Formula: C2H3NO2
Source: OMol25
Level of theory: ωB97M-V/def2-TZVPD

Geometry (Å):
H (2.63952, 0.27892, -0.09505)
N (1.83011, 0.64353, 0.40313)
C (0.78614, 0.10423, -0.03711)
O (-0.41305, 0.48764, 0.52716)
C (-1.53586, -0.13981, 0.10286)
O (-1.58886, -1.00757, -0.72186)
H (0.67677, -0.64428, -0.82293)
H (-2.39476, 0.27735, 0.64379)

Output
SMILES: [H]/N=C/OC=O
Lowest unoccupied orbital energy, eV: 0.92
Net charge: 0
Kohn-Sham gap, eV: 11.76

---

Most favorable first, least favorable last: C, B, A

---

A:
Formula: C2H3NO2
Source: OMol25
Level of theory: ωB97M-V/def2-TZVPD

Geometry (Å):
C (-1.78978, 0.72190, 0.29554)
N (-1.77919, -0.36445, -0.02405)
O (-1.55042, -1.51663, -0.33133)
H (-1.66052, 1.62682, 0.84318)
C (1.66828, -0.12966, -0.21158)
O (0.89344, 0.09599, 0.62844)
H (2.55543, -0.72051, -0.02897)
H (1.66277, 0.28654, -1.17122)

Output
SMILES: C#[N+][O-].C=O
Lowest unoccupied orbital energy, eV: 0.98
Net charge: 0
Kohn-Sham gap, eV: 10.71

---

B:
Formula: C2H3NO2
Source: OMol25
Level of theory: ωB97M-V/def2-TZVPD

Geometry (Å):
C (-0.88973, -0.45969, -0.67811)
C (3.00038, 0.28269, -0.01490)
N (-0.97018, -0.62293, 0.56580)
O (-1.26503, 0.51504, 1.30084)
O (3.09172, 0.90394, -0.95183)
H (-1.04540, 0.49335, -1.17702)
H (-0.67090, -1.33184, -1.26748)
H (-1.25086, 0.21944, 2.22269)

Output
Lowest unoccupied orbital energy, eV: 1.06
Net charge: 0
Kohn-Sham gap, eV: 11.39

---

C:
Formula: C2H3NO2
Source: OMol25
Level of theory: ωB97M-V/def2-TZVPD

Geometry (Å):
C (1.78601, 0.14920, -0.32882)
C (0.72778, -0.67611, -0.38419)
N (-0.88581, 1.01495, 0.12331)
O (-0.49792, -0.28665, 0.31345)
O (-2.08091, 1.09067, 0.72892)
H (2.76392, 0.25702, -0.97694)
H (0.49427, -1.77491, -0.53416)
H (-2.30733, 0.22585, 1.05843)

Output
Lowest unoccupied orbital energy (spin up / spin down), eV: 0.70 / -1.08
Net charge: 0
Kohn-Sham gap (spin up / spin down), eV: 10.66 / 7.21

---

Most favorable first, least favorable last: B, A, C

---

A:
Formula: C2H3NO2
Source: OMol25
Level of theory: ωB97M-V/def2-TZVPD

Geometry (Å):
C (1.53736, 0.41064, 0.06591)
C (0.36091, -0.32598, 0.01723)
N (-2.13750, -0.52658, -0.08095)
O (2.55898, -0.25809, 0.01774)
O (-1.20898, 0.33163, 0.03992)
H (1.37053, 1.50504, 0.24589)
H (0.39495, -1.29871, -0.25191)
H (-2.87626, 0.16205, -0.05383)

Output
Lowest unoccupied orbital energy (spin up / spin down), eV: 0.30 / -1.89
Net charge: 0
Kohn-Sham gap (spin up / spin down), eV: 10.47 / 7.13

---

B:
Formula: C2H3NO2
Source: OMol25
Level of theory: ωB97M-V/def2-TZVPD

Geometry (Å):
H (-1.32401, 0.88830, 1.63854)
N (-0.98029, 0.44636, 0.79174)
C (0.24242, 0.15826, 0.89401)
O (0.88627, -0.47931, -0.11154)
C (0.22865, -0.45577, -1.33241)
O (0.02568, -1.45250, -1.94720)
H (0.91950, 0.32845, 1.73483)
H (0.00178, 0.56621, -1.66797)

Output
SMILES: [H]/N=C/OC=O
Lowest unoccupied orbital energy, eV: 0.83
Net charge: 0
Kohn-Sham gap, eV: 11.69

---

Most favorable first, least favorable last: B, A

---

A:
Formula: C2H3NO2
Source: OMol25
Level of theory: ωB97M-V/def2-TZVPD

Geometry (Å):
O (1.10486, -2.01618, -0.28190)
C (0.45959, -1.02000, -0.48779)
N (0.32845, 0.02180, 0.41259)
C (-0.58252, 1.05884, 0.20012)
O (-1.24817, 1.56595, 1.06271)
H (-0.12740, -0.85973, -1.40871)
H (0.67045, -0.14037, 1.35319)
H (-0.60525, 1.38969, -0.85022)

Output
SMILES: O=CNC=O
Lowest unoccupied orbital energy, eV: 0.80
Net charge: 0
Kohn-Sham gap, eV: 11.48

---

B:
Formula: C2H3NO2
Source: OMol25
Level of theory: ωB97M-V/def2-TZVPD

Geometry (Å):
C (-3.06190, 1.19583, 0.92948)
C (0.27381, 0.55135, -0.08601)
N (-0.71804, 0.29725, 0.70471)
O (-3.05138, 2.28685, 0.64332)
O (0.96325, -0.40095, -0.81994)
H (0.64659, 1.55409, -0.28985)
H (-0.76757, -0.71855, 0.86062)
H (0.91481, -1.35832, -0.45883)

Output
Lowest unoccupied orbital energy, eV: 0.64
Net charge: 0
Kohn-Sham gap, eV: 11.21

---

C:
Formula: C2H3NO2
Source: OMol25
Level of theory: ωB97M-V/def2-TZVPD

Geometry (Å):
C (-0.11230, -0.11170, 0.36312)
C (-1.40448, 0.09550, -0.06329)
N (1.04222, -0.00312, 0.15850)
O (3.41023, 0.13025, 0.25821)
O (2.23673, -0.45852, -0.06919)
H (-1.57278, -0.77452, -0.63731)
H (-2.14851, 0.17370, 0.72977)
H (-1.45111, 0.94841, -0.73981)

Output
Lowest unoccupied orbital energy (spin up / spin down), eV: -0.29 / -0.29
Net charge: 0
Kohn-Sham gap (spin up / spin down), eV: 7.59 / 7.59

---

Most favorable first, least favorable last: A, B, C